Density functional theory data (ωB97M-V/def2-TZVPD) for a structure of composition C5H10N2S.

Geometry as XYZ:
```
18
Properties=species:S:1:pos:R:3:lowdin_charge:R:1
C 0.47 2.12 0.26 -0.061
C 2.23 0.26 -0.21 -0.245
C 0.04 -0.39 0.27 -0.481
C 0.56 -1.21 1.21 0.054
C -1.09 -0.66 -0.79 -0.491
H -0.64 2.69 -0.31 0.158
H 0.15 2.34 1.36 0.082
H 1.38 2.72 0.32 0.041
H 3.07 1.13 -0.33 0.153
H 2.40 -1.86 -0.81 0.072
H 1.72 -0.94 1.46 0.108
H 0.12 -2.11 1.67 0.069
H -1.31 -1.71 -1.05 0.058
H -0.80 0.01 -1.68 0.109
H -2.29 1.14 -0.13 -0.185
N 0.80 0.65 -0.22 -0.152
N 2.82 -0.93 -0.49 0.019
S -2.65 -0.14 0.00 0.693
```

Values from the calculation:
- energy above the lowest of the compared OMol25 structures with the same formula, charge and spin (kcal per mole) = 129.5
- gap between HOMO and LUMO (eV) = 9.32
- total charge = 0
- HOMO energy (eV) = -8.7
- F_max (eV Å⁻¹) = 4.9